C7H14O | ωB97M-V/def2-TZVPD

## Properties
* HOMO energy: -0.3301 Ha
* DFT total energy: -350.279371 a.u.
* gap between HOMO and LUMO: 9.98 eV
* SMILES string: C/C=C/C=C/CC.O
* energy above the lowest of the compared OMol25 structures with the same formula, charge and spin: 210.28 kJ/mol

Geometry (Å):
C  -2.46  2.65  0.11
C  -1.25  1.74  0.26
C  -0.81  0.92  -0.68
C  0.05  -0.24  -0.38
C  -0.46  -1.41  0.02
C  0.39  -2.57  0.50
C  -0.11  -3.90  -0.01
H  -2.99  2.43  -0.80
H  -2.13  3.67  0.33
H  -3.17  2.52  0.93
H  -0.84  1.85  1.26
H  -1.06  1.07  -1.73
H  1.14  -0.22  -0.51
H  -1.52  -1.58  -0.05
H  1.42  -2.26  0.29
H  0.27  -2.56  1.59
H  -1.19  -3.96  0.06
H  0.25  -4.03  -1.03
H  0.46  -4.77  0.35
O  4.33  3.42  -0.27
H  4.50  4.24  0.16
H  5.17  2.99  -0.42

Charges obtained by Mulliken population analysis, quoted in units of e: -1.22, 0.01, -0.40, -0.44, -0.20, -0.33, -1.14, 0.34, 0.32, 0.30, 0.35, 0.31, 0.28, 0.30, 0.33, 0.23, 0.31, 0.29, 0.34, -0.63, 0.31, 0.32